[1]
67
Properties=species:S:1:pos:R:3 method="wB97M-V/def2-TZVPD" spin_multiplicity=2 s_squared=0.75 e_above_lowest_kj_mol=105.70 total_charge=+3 e_homo_ev="-15.897 / -15.897" homo_lumo_gap_ev="4.7 / 4.7"
Os 0.12929 -0.25061 -0.09236
C -4.77002 -0.56847 -2.72554
C -3.86657 -1.56262 -2.34248
C -2.88119 -1.27807 -1.42548
C -2.81050 0.00097 -0.84539
C -3.71646 1.00417 -1.24921
C -4.68548 0.71360 -2.18485
N -1.79416 0.26752 0.07040
C -2.01818 1.21961 1.08865
C -3.26897 1.51121 1.63940
C -3.35563 2.46047 2.64297
C -2.21961 3.13132 3.09679
C -0.96435 2.83062 2.57896
C -0.88763 1.86692 1.60418
N 0.31274 1.39179 1.00303
N 1.41807 1.86813 1.34475
C 2.46597 1.17764 0.72169
C 3.76157 1.60262 0.92630
C 4.78677 0.93413 0.27943
C 4.47936 -0.13731 -0.55009
C 3.16263 -0.52026 -0.70669
N 2.16048 0.11028 -0.07263
H -5.53990 -0.79337 -3.45409
H -3.94913 -2.55767 -2.76150
H -2.18267 -2.03790 -1.10793
H -3.61521 2.01074 -0.86684
H -5.37440 1.48447 -2.50446
H -4.14660 0.96921 1.31413
H -4.31771 2.67878 3.08873
H -2.31281 3.87923 3.87349
H -0.06907 3.32796 2.92846
H 3.93902 2.44527 1.58217
H 5.81431 1.24745 0.41462
H 5.25656 -0.67861 -1.07130
H 2.88149 -1.34448 -1.34607
N 0.24368 -2.12932 -1.00083
C 0.53086 -3.21545 -1.30806
N 0.83835 -4.41662 -1.65670
C 2.25655 -4.86860 -1.79353
C 2.51442 -5.16010 -3.25566
O 1.57804 -6.10315 -3.74106
C 0.24309 -5.63369 -3.68105
C -0.16077 -5.35782 -2.24821
H 2.36196 -5.77814 -1.20420
H 2.92575 -4.10792 -1.39603
H 3.50245 -5.59621 -3.37734
H 2.45875 -4.23273 -3.84119
H -0.38853 -6.41688 -4.09231
H 0.12855 -4.72696 -4.28873
H -0.12787 -6.27572 -1.66362
H -1.15685 -4.92391 -2.18232
Cl -3.00285 -2.30619 3.54851
Ge -1.71153 -2.87676 1.99049
Cl -0.82853 -4.76879 2.25395
Cl 0.02521 -1.41370 2.14451
Br -2.01595 0.84734 -5.76202
C -0.81839 2.19959 -5.34110
C -0.76502 3.31439 -6.17533
C 0.08769 4.35608 -5.87585
C 0.90851 4.30842 -4.73740
C 0.88207 3.20933 -3.90636
C 0.03564 2.14856 -4.21777
I 0.07548 0.44808 -3.03455
H -1.40497 3.35253 -7.04722
H 0.12064 5.22155 -6.52490
H 1.57484 5.13250 -4.51552
H 1.52768 3.16547 -3.04022

=====

[2]
20
Properties=species:S:1:pos:R:3 method="wB97M-V/def2-TZVPD" spin_multiplicity=1 e_above_lowest_kj_mol=544.58 total_charge=0 e_homo_ev=-6.779 homo_lumo_gap_ev=6.6
C -1.03946 0.19337 1.48964
O -1.62989 0.86629 2.40091
C -0.41382 -1.22426 1.87911
N -0.13893 -2.01451 0.66881
H -1.68829 -0.11534 0.52995
H -0.15156 0.74137 0.90294
H 0.57609 -0.98606 2.43610
H -1.12800 -1.65600 2.62579
H 0.37714 -2.86047 1.06238
H -1.06158 -2.35241 0.31385
O 1.60439 2.75021 -1.49539
C 1.87232 1.55925 -1.39980
C 0.87945 0.40948 -1.45824
N -0.51477 0.89646 -1.46189
H 2.94441 1.27560 -1.34774
H 1.08346 -0.20285 -2.36083
H 1.01253 -0.25966 -0.56106
H -0.98431 0.80893 -2.34162
H -1.05583 0.30423 -0.70262
H -0.54333 1.86637 -1.18028

=====

[3]
54
Properties=species:S:1:pos:R:3 method="wB97M-V/def2-TZVPD" spin_multiplicity=1 e_above_lowest_kj_mol=0.00 total_charge=-1 e_homo_ev=-5.504 homo_lumo_gap_ev=7.6
Pt 0.26598 -0.61591 -0.04132
Cl -6.21443 0.17785 -3.28164
C -4.71433 -0.32554 -2.54381
C -4.39719 -1.69433 -2.49239
C -3.22697 -2.10208 -1.91983
C -2.29601 -1.17690 -1.36678
O -1.21811 -1.65947 -0.85610
C -2.63824 0.19832 -1.42209
C -1.82154 1.24476 -0.88475
N -0.68901 1.12000 -0.28197
C -0.05966 2.32450 0.15904
C 0.28074 2.46691 1.47289
C 0.96332 3.61423 1.91962
C 1.31777 4.59252 1.03822
C 0.98336 4.47039 -0.32838
C 1.35602 5.43724 -1.29125
C 1.01383 5.25401 -2.59559
C 0.27390 4.09970 -2.94018
N -0.09326 3.18548 -2.08653
C 0.26801 3.34124 -0.78524
C -3.85535 0.59342 -2.02017
H -5.08511 -2.41810 -2.90961
H -2.96088 -3.14950 -1.87139
H -2.21649 2.25221 -0.98252
H 0.06459 1.65840 2.15854
H 1.23527 3.69300 2.96325
H 1.87225 5.46376 1.36596
H 1.91933 6.30768 -0.97494
H 1.29537 5.96450 -3.36106
H -0.02119 3.93948 -3.97322
H -4.09921 1.64812 -2.06047
Cl 3.94839 1.87094 2.57626
C 4.10535 0.87579 1.08849
C 2.79618 0.85420 0.30344
O 2.69833 1.46107 -0.75018
O 1.89401 0.13420 0.88147
H 4.38464 -0.12646 1.40653
H 4.88550 1.33187 0.49006
O 5.17081 -2.62342 2.31189
S 3.99300 -3.45375 2.30074
O 4.16347 -4.84208 2.64057
N 3.17902 -3.27625 0.91016
C 2.04212 -2.64597 1.08713
O 1.27336 -2.36761 0.11638
C 1.71693 -2.32897 2.52806
C 0.58028 -1.77425 3.09234
C 0.53844 -1.60931 4.47072
C 1.60687 -1.99578 5.27558
C 2.73828 -2.57299 4.71337
C 2.75582 -2.72938 3.34349
H -0.25013 -1.46856 2.46875
H -0.34039 -1.17162 4.92790
H 1.55119 -1.85118 6.34723
H 3.57448 -2.89317 5.32085

=====

[4]
17
Properties=species:S:1:pos:R:3 method="wB97M-V/def2-TZVPD" spin_multiplicity=2 s_squared=0.77 e_above_lowest_kj_mol=176.87 total_charge=+2 e_homo_ev="-19.739 / -19.325" homo_lumo_gap_ev="9.9 / 5.1"
C -1.93118 1.48144 -1.30828
C -1.19630 0.17134 -1.11269
N 0.02083 0.32159 -0.35905
C 1.15418 -0.43661 -0.50707
N 2.22225 -0.27779 0.17081
H -1.32167 2.12022 -1.94933
H -2.88208 1.27260 -1.79180
H -2.03878 2.01212 -0.36990
H -1.78451 -0.52704 -0.45600
H -0.94612 -0.42841 -1.99162
H 0.05671 1.21471 0.14976
H 1.10138 -0.99668 -1.44250
H 2.27851 0.37331 0.95984
H 3.11124 -0.64205 -0.20329
H -0.63838 -1.83681 2.33806
H -0.37225 -0.66293 3.26446
O -0.05026 -1.06911 2.44641

=====

[5]
145
Properties=species:S:1:pos:R:3 method="wB97M-V/def2-TZVPD" spin_multiplicity=2 s_squared=0.75 total_charge=+1 e_homo_ev="-11.624 / -11.624" homo_lumo_gap_ev="9.2 / 2.8"
C -0.78490 14.48236 -16.36040
O -1.10377 14.14083 -17.68490
C -1.41413 12.88635 -17.92135
O -1.61496 12.03578 -17.05846
O -1.60349 12.72225 -19.19975
C -1.89822 11.43932 -19.71247
H -1.51358 14.30241 -15.56999
H -0.59442 15.54865 -16.23852
H 0.17885 14.08192 -16.04587
H -1.46490 11.37801 -20.71075
H -2.98674 11.42114 -19.65863
H -1.48235 10.67671 -19.05401
C -7.04318 20.12071 -13.01580
O -6.97553 18.72710 -12.84486
C -6.06385 18.13696 -12.01677
O -5.26892 18.77050 -11.35793
O -6.21413 16.84926 -12.13945
C -5.45484 15.99132 -11.34026
H -6.04562 20.54332 -13.13567
H -7.47114 20.62530 -12.14957
H -7.58125 20.40746 -13.91933
H -5.76568 14.94680 -11.36196
H -5.37519 16.25662 -10.28604
H -4.39983 16.02147 -11.61256
C -1.92888 21.09108 -14.32632
O -2.04928 21.30261 -12.95343
C -3.15586 21.80340 -12.43836
O -4.08613 22.35391 -13.02413
O -3.17971 21.61356 -11.14429
C -4.17100 22.27602 -10.36788
H -2.53914 20.26149 -14.68334
H -0.95831 20.65711 -14.56665
H -2.13149 22.01825 -14.86243
H -3.89473 22.18504 -9.31741
H -5.14359 21.84228 -10.60035
H -4.20273 23.33384 -10.62888
C -1.51188 17.04166 -19.09882
O -0.18519 16.89487 -19.59753
C -0.00954 16.65183 -20.90037
O -0.94169 16.38003 -21.68021
O 1.26653 16.67437 -21.23661
C 1.65835 16.34278 -22.53752
H -1.52781 17.38384 -18.06404
H -2.12465 16.14044 -19.07818
H -2.08231 17.74508 -19.70537
H 1.28010 15.36708 -22.84255
H 2.74815 16.35307 -22.51961
H 1.22270 17.09050 -23.20026
C -3.36471 12.62338 -13.82685
O -2.86972 13.62852 -12.93662
C -2.59090 13.28841 -11.63287
O -2.59165 12.16455 -11.18701
O -2.36546 14.42006 -10.97679
C -1.82411 14.43951 -9.67893
H -4.42421 12.38633 -13.73011
H -2.76051 11.72876 -13.67616
H -3.08566 12.86091 -14.85340
H -1.45810 15.40099 -9.31881
H -0.97625 13.75521 -9.64791
H -2.56562 14.10096 -8.95530
C -0.52628 17.52874 -12.98875
O -1.75648 16.89039 -13.35040
C -2.35204 17.07772 -14.50560
O -1.84065 17.64201 -15.49385
O -3.51796 16.40459 -14.41316
C -4.23013 16.04115 -15.56922
H 0.32806 17.32488 -13.63423
H -0.30106 17.33069 -11.94082
H -0.67207 18.60818 -13.02936
H -5.09225 16.70394 -15.64387
H -4.50304 14.99004 -15.47549
H -3.62204 16.15297 -16.46690
C -7.83006 10.72343 -20.70795
O -6.77233 11.10144 -19.83623
C -6.79767 12.28925 -19.27206
O -7.72699 13.09466 -19.27320
O -5.59914 12.46079 -18.69288
C -5.44701 13.54467 -17.79213
H -7.68689 9.69380 -21.03577
H -7.99726 11.39214 -21.55233
H -8.80553 10.71382 -20.22166
H -4.56793 13.35349 -17.17670
H -6.29521 13.64687 -17.11521
H -5.33967 14.51285 -18.28122
C -5.01401 19.52085 -16.55433
C -6.50185 19.28269 -16.74610
C -6.63217 18.00245 -17.51997
O -5.34374 17.64090 -17.93418
C -4.50016 18.85447 -17.83047
H -4.64760 19.08697 -15.62396
H -4.86948 20.59994 -16.50165
H -6.94850 20.13647 -17.25567
H -6.97471 19.20167 -15.76736
H -7.33936 18.03690 -18.34871
H -7.01225 17.24745 -16.83178
H -4.53369 19.42827 -18.75661
H -3.47781 18.48297 -17.76044
O 3.50184 16.63014 -15.28642
C 3.41464 15.66337 -14.58521
O 2.47199 15.67505 -13.59386
C 2.66932 14.55910 -12.84539
C 3.36618 13.49700 -13.64972
C 4.14168 14.37808 -14.68133
H 1.70546 14.15511 -12.53577
H 3.23732 14.87011 -11.96861
H 2.59144 12.88302 -14.10896
H 3.98165 12.81821 -13.05934
H 4.08810 13.97175 -15.69134
H 5.18301 14.50654 -14.38600
O 5.73689 17.33226 -8.79928
C 4.54461 17.74833 -8.96843
O 4.15567 19.11682 -8.91849
C 2.72795 19.27644 -9.10416
C 2.19684 17.88091 -8.92495
C 3.30119 16.92241 -9.41010
H 2.56548 19.77856 -10.05788
H 2.28029 20.00104 -8.42397
H 1.26300 17.61134 -9.41828
H 2.04056 17.72572 -7.85743
H 3.21619 16.84407 -10.49396
H 3.32971 15.92623 -8.96863
O 1.77992 19.86201 -12.95649
C 2.90162 19.52896 -13.16130
O 3.51075 18.66897 -12.28312
C 4.79992 18.53379 -12.62566
C 5.12293 19.67968 -13.59540
C 3.84003 20.03003 -14.28603
H 4.95728 17.58111 -13.13137
H 5.46734 18.67904 -11.77622
H 5.89554 19.31563 -14.27263
H 5.62484 20.53023 -13.13416
H 3.74183 19.44692 -15.20169
H 3.71037 21.09627 -14.47160
O 0.92983 20.58485 -19.55409
C 1.30506 19.81204 -18.67656
O 2.41649 19.14355 -18.81356
C 2.78491 18.67029 -17.59974
C 1.58925 18.42205 -16.74211
C 0.61664 19.41514 -17.35178
H 3.46885 19.41854 -17.19918
H 3.37088 17.77801 -17.82014
H 1.82580 18.59778 -15.69270
H 1.18667 17.41396 -16.84096
H 0.61049 20.31727 -16.74004
H -0.40714 19.08291 -17.52381

=====

[6]
9
Properties=species:S:1:pos:R:3 method="wB97M-V/def2-TZVPD" spin_multiplicity=1 e_above_lowest_kj_mol=202.90 total_charge=0 e_homo_ev=-9.348 homo_lumo_gap_ev=10.4
C 0.70407 0.02395 0.90719
C 0.34695 -0.50138 -0.33816
C -0.64352 0.19814 -1.11805
F -1.49966 1.26328 -0.81966
H -0.36735 0.53774 1.36230
H 1.60006 0.63213 1.21438
H 0.41118 -0.65769 1.76177
H 0.63429 -1.36560 -0.94741
H -1.18602 -0.13056 -2.02237

=====

[7]
11
Properties=species:S:1:pos:R:3 method="wB97M-V/def2-TZVPD" spin_multiplicity=1 smiles="OC1=N/C(=C/S)N=N1" e_above_lowest_kj_mol=228.15 total_charge=0 e_homo_ev=-8.932 homo_lumo_gap_ev=7.7
O -1.24023 -2.33084 1.89139
C -0.70277 -1.36256 1.15203
N -1.27668 -0.58190 0.29218
C -0.20943 0.14079 -0.17006
C -0.28443 1.10147 -1.11626
S 0.97244 2.12761 -1.70444
N 1.01483 -0.33092 0.41914
N 0.69581 -1.26439 1.24007
H -2.21076 -2.44154 1.68433
H -1.24187 1.35758 -1.49221
H 1.95755 1.65123 -0.90625

=====

[8]
18
Properties=species:S:1:pos:R:3 method="wB97M-V/def2-TZVPD" spin_multiplicity=1 smiles=N[C@@H](CO)CCO e_above_lowest_kj_mol=129.96 total_charge=0 e_homo_ev=-9.466 homo_lumo_gap_ev=10.2
N 0.93361 -0.33144 -1.19225
C 0.21319 -0.75921 0.03231
C 0.93788 -0.22069 1.26001
O 2.23401 -0.81529 1.35498
C -1.23265 -0.28302 -0.00782
C -1.33978 1.20361 -0.45276
O -1.63445 1.37257 -1.81954
H 1.04267 -1.13489 -1.80028
H 1.88036 -0.09161 -0.91471
H 0.27033 -1.84852 0.13364
H 1.06352 0.86421 1.19030
H 0.34439 -0.43086 2.14822
H 2.32851 -1.21894 2.22155
H -1.80670 -0.82078 -0.76859
H -1.74313 -0.33135 0.95528
H -2.19801 1.63508 0.08624
H -0.48628 1.80274 -0.11837
H -0.80745 1.40838 -2.30823